(a)
This record from OMol25 describes C18H36O36S9 as an isolated structure. The level of theory is ωB97M-V/def2-TZVPD.

Values from the calculation:
- frontier orbital gap (eV) = 10.866
- E_HOMO (eV) = -10.737
- LUMO (hartree) = 0.0047

Geometry as ORCA input:
```
! wB97M-V def2-TZVPD RIJCOSX def2/J DEFGRID3
* xyz 0 1
H 7.87267 7.12572 30.63171
H 0.45435 7.70968 20.41963
C 8.10977 13.27086 28.97353
H 0.86723 11.65373 30.15892
O 5.59440 14.38624 30.39694
C 7.15098 13.08685 27.80775
O 4.90069 11.48585 23.31319
O -1.15788 9.35366 22.74986
H 9.64692 8.64316 30.05426
H 8.83653 10.01579 30.88152
O 3.94848 15.96467 26.95577
O 3.02689 12.00670 20.19012
C 3.44638 10.33011 17.06529
O 7.45413 15.45027 25.50220
O -0.36682 11.39279 21.66820
S -1.67655 11.22899 28.18902
H 8.00366 12.53087 29.76524
S 2.87568 16.81743 26.57849
O 1.06324 11.58258 18.72558
O 2.54995 10.87567 22.84354
S 2.30453 9.84603 32.43248
H 6.89622 12.02968 27.73280
O 3.05808 12.62905 24.54369
C 2.89921 11.03824 30.37722
C 3.49208 12.54983 25.92504
O -0.18696 11.20172 27.50536
O 2.71413 9.78837 19.19206
C 3.57684 9.29605 18.16822
H 0.38342 9.53006 26.42306
O 5.62730 10.02611 28.64146
H -1.86784 9.01771 26.20954
O -2.68856 10.67469 21.28678
S 3.55053 11.34400 23.73013
O 7.86963 14.60895 29.38257
H 8.01250 17.12581 26.70239
S 6.52824 8.97713 28.98711
O -1.74780 10.18110 29.14818
H 2.45673 10.17303 16.62020
O 3.38851 11.54772 17.78557
H 9.12657 13.25950 28.58313
O 6.43750 7.78371 28.22131
O 6.05232 16.27642 28.90257
O 2.08864 17.49538 27.53866
H 2.92148 15.71264 23.80058
O 6.48832 8.65055 30.56360
C 1.41205 10.71291 30.27412
O 1.02760 9.99799 31.44814
C 7.99270 16.76015 25.67691
H 1.58745 18.37451 24.66743
H 4.51470 12.92708 25.83408
C 2.43326 17.78118 24.31363
C 2.10809 16.30718 24.21803
H 1.23239 16.11320 23.60100
H 7.72868 18.52963 24.46562
O 7.02110 16.83965 23.60930
H 1.16885 9.18632 21.15958
H -1.91596 10.24089 24.95550
H 4.22073 10.28854 16.30883
S -1.32546 10.35719 21.49124
O 5.99738 13.89945 28.05435
H 2.42973 10.77613 26.66229
O -0.78895 9.28744 20.42605
O 8.08658 9.43922 29.00917
O 1.88924 15.98719 25.58824
H 0.29635 11.01100 25.48890
H 3.15765 12.00129 29.93509
O -1.99304 12.56284 28.53904
O 3.11665 11.05040 31.78290
S 6.28722 14.93288 29.27605
H 2.90837 18.26588 23.46690
C -0.19252 10.44800 26.28206
C 3.39710 11.10268 26.25608
H 3.27064 8.29789 17.86619
C 7.75856 8.16513 30.95120
C 8.69565 9.13129 30.26111
S 6.67838 15.34866 24.09160
C 7.16553 17.66336 24.79754
H 3.57093 10.39551 29.80264
C -0.28244 8.26525 22.44721
H 7.93569 8.16502 32.02452
H 0.44471 8.15174 23.24613
H 4.59056 9.27711 18.57510
O 7.33480 14.39660 23.27102
O 2.98557 8.61251 32.22297
H 2.95395 13.23858 26.56908
H 6.16995 17.86992 25.19000
H 7.53349 13.43556 26.85042
O 3.57095 10.38026 25.05572
O 3.37414 17.78442 25.40979
H 4.02309 10.78141 27.09145
H -0.91934 7.37797 22.38749
O 1.90780 10.18662 33.75039
C -1.64133 10.06319 25.99060
H 9.01731 16.70444 25.30154
O 5.27121 15.24261 24.25569
C 0.27552 8.56703 21.05884
H 1.08545 10.13633 29.41027
O -2.45089 10.83728 26.86836
S 2.42613 11.39825 19.06604
*
```

***

(b)
This record from OMol25 describes C18H36O36S9 as an isolated structure. The level of theory is ωB97M-V/def2-TZVPD.

Values from the calculation:
- frontier orbital gap (eV) = 9.899
- E_HOMO (eV) = -10.727
- LUMO (hartree) = -0.0304

Geometry as ORCA input:
```
! wB97M-V def2-TZVPD RIJCOSX def2/J DEFGRID3
* xyz 0 1
H -0.01151 -23.35167 8.01570
O -3.92331 -26.88180 13.82431
H -9.10127 -21.78471 12.10841
S -10.97010 -24.16092 13.61225
H -2.16366 -22.36798 11.05049
H -1.25882 -19.65918 12.47507
C -2.44154 -23.35364 11.42380
O 1.06743 -26.56694 16.10570
O -10.83911 -29.17424 10.33249
O -5.54014 -19.06087 7.89101
S -7.04496 -18.47442 8.09274
C -0.11603 -24.00019 8.88551
H -1.94606 -23.58309 13.61217
O 0.26219 -23.19435 9.94771
H -6.74160 -21.01841 9.71580
C -3.30569 -26.67348 10.31315
H 4.18372 -25.47044 16.64484
O -9.49646 -27.31922 11.36188
O 0.52964 -24.00165 16.67321
O -2.31572 -28.66163 13.16228
S -3.31534 -27.65313 12.76584
H -2.89367 -22.11971 13.12351
O -10.69806 -23.03526 12.47328
H -10.03237 -21.49282 13.62475
C -9.61152 -22.24319 12.95548
O 0.61826 -21.29967 13.22294
S -5.64643 -24.16314 18.13903
C -2.67545 -23.16748 12.91693
O -6.98464 -17.04852 7.93999
O -0.28962 -19.33540 14.17423
O -11.12520 -25.42225 12.87004
H -4.39247 -22.31732 16.01683
O -4.23024 -23.78651 17.37233
H -5.21781 -25.06734 15.06736
O -5.82606 -24.76906 11.44892
S 1.88543 -23.23926 10.53399
H -8.37812 -25.77012 10.61984
H -1.10065 -24.40579 9.11817
H -3.89474 -25.81805 9.98241
O -6.44182 -24.14783 16.73324
O -8.02875 -19.24455 7.31308
O -9.47654 -24.17873 14.31481
O -11.87988 -27.98098 12.30629
O -5.37853 -22.34261 12.03875
C -10.24767 -26.25215 9.32844
O -5.47937 -25.49667 18.69606
C -8.62015 -23.10175 13.71564
H 2.94044 -27.51170 16.18435
H 2.97049 -24.86428 17.56853
C 2.37908 -26.73965 16.71057
O -7.12528 -18.94548 9.69271
H -6.06456 -23.67003 14.81270
O -12.03829 -23.74802 14.51727
C 0.77085 -20.21700 12.36097
O -1.02804 -21.64668 15.22380
C -5.53110 -24.17885 15.61558
H 0.85753 -26.02838 8.86967
S 0.09329 -20.85932 14.75990
C 1.10098 -24.97096 8.76617
H 2.30017 -27.23003 17.68083
H 1.77951 -19.83564 12.51997
O 1.20957 -20.67739 15.65093
H -10.23638 -25.18459 9.10867
C -0.28428 -19.30266 12.80864
H -10.41182 -26.99609 8.54889
C -9.00881 -26.58027 10.25383
O 1.88137 -23.58177 11.98741
H -8.31462 -27.27182 9.77634
O -4.50438 -28.28919 11.66453
O 2.05677 -24.68346 9.68405
O 0.09268 -24.83707 14.35660
O -3.86074 -23.96818 13.08092
O 2.88697 -22.27844 9.96861
C 3.09679 -25.39174 16.62305
S 0.86035 -24.92532 15.61416
H -4.29755 -19.46246 9.62644
H -7.93940 -23.71634 13.12661
O -6.06159 -23.03908 18.90509
H -4.60738 -20.73069 8.73644
C -6.30733 -20.04786 9.95565
H -3.38492 -23.71169 15.57020
H -8.00846 -22.54291 14.42390
O 2.48738 -24.83500 15.43799
C -4.15754 -28.02460 10.33363
O -3.67190 -23.66970 10.84355
H -3.52630 -28.89882 10.17428
S -11.01303 -27.96075 11.13229
H -5.06238 -28.09315 9.72975
H 0.67285 -20.57912 11.33756
C -5.14930 -19.84301 9.06269
S -4.93769 -23.68258 11.93060
H -1.65494 -24.09630 11.29033
H -0.27889 -18.27035 12.45879
H 1.50282 -25.03894 7.75524
H -2.49650 -26.59125 9.58752
O -2.79025 -26.50258 11.67404
C -4.29932 -23.40172 16.07605
H -6.08818 -20.17183 11.01617
O -11.32354 -26.56502 10.21784
*
```

***

Stability, highest: (a)

***

(a)
This record from OMol25 describes C7H16N2O as an isolated structure. The level of theory is ωB97M-V/def2-TZVPD.

Values from the calculation:
- frontier orbital gap (eV) = 8.303
- E_HOMO (eV) = -8.460
- LUMO (hartree) = -0.0058

Geometry as ORCA input:
```
! wB97M-V def2-TZVPD RIJCOSX def2/J DEFGRID3
* xyz 0 1
H 1.40088 -2.05436 -0.91637
H -0.62460 2.03319 2.35964
H -1.85634 -0.83894 -0.57620
C -0.86078 1.35402 1.54417
H 1.69281 2.04848 1.50830
H 1.41177 -0.34990 -1.26733
H -1.81780 -1.34408 1.05310
H 0.88113 -2.50451 1.39243
H 1.70571 -0.94610 1.49382
C 0.74512 -1.19574 -1.09965
N 0.00174 -1.46238 -2.31350
H 2.13120 1.04264 0.13888
H 0.18343 -1.18901 2.35884
C -0.03171 -0.98121 0.21522
H -1.11221 2.49149 -0.92230
C 0.72780 -1.42242 1.44586
N -1.33589 -1.34759 0.16376
H -0.68431 -0.73581 -2.49683
C -0.94210 1.43295 -1.17151
H 1.35904 2.58347 -0.14371
H -0.51187 -2.33169 -2.22757
O -1.93978 0.69107 -1.40528
H -0.01950 1.29544 -1.76419
C -0.00077 1.07950 0.55952
C 1.35970 1.71582 0.52143
H -1.86266 0.93566 1.54944
*
```

***

(b)
This record from OMol25 describes C7H16N2O as an isolated structure. The level of theory is ωB97M-V/def2-TZVPD.

Values from the calculation:
- frontier orbital gap (eV) = 9.013
- E_HOMO (eV) = -8.244
- LUMO (hartree) = 0.0283

Geometry as ORCA input:
```
! wB97M-V def2-TZVPD RIJCOSX def2/J DEFGRID3
* xyz 0 1
H 2.01890 0.94019 -2.28615
H 0.10559 -0.84436 -1.98035
H -0.21797 1.73450 2.93674
H -1.85134 0.60840 -1.46475
C 0.26494 1.02277 2.26471
C -0.94291 -0.86640 -0.16226
C 1.44405 1.47257 -1.52470
H -0.04291 0.01166 2.53396
N 0.25101 -1.05815 -0.99976
H 0.57257 -2.92984 -0.44937
C 1.29008 0.57104 -0.32855
C -1.13579 -1.72103 0.88072
H 0.47708 1.76374 -1.92675
H 2.00759 2.35649 -1.23293
C -2.09519 -0.33641 -0.97677
H -2.04023 -1.61172 1.45817
H -2.94820 -0.16943 -0.32314
H -2.37940 -1.04992 -1.75394
N 1.13402 -2.15827 -0.81040
H 0.26375 2.34082 0.57755
H 1.76896 -1.88411 -0.05688
O 2.22085 0.12922 0.29543
H 1.33764 1.08170 2.45217
C -0.05947 1.32213 0.81666
H -0.31470 -2.19171 1.40002
H -1.12892 1.46615 0.66059
*
```

***

(c)
This record from OMol25 describes C7H16N2O as an isolated structure. The level of theory is ωB97M-V/def2-TZVPD.

Values from the calculation:
- frontier orbital gap (eV) = 9.158
- E_HOMO (eV) = -8.229
- LUMO (hartree) = 0.0341

Geometry as ORCA input:
```
! wB97M-V def2-TZVPD RIJCOSX def2/J DEFGRID3
* xyz 0 1
N -0.06326 1.89493 -1.13547
H -0.21253 1.78257 -2.13242
H -0.88968 -2.59058 0.64757
C 1.94448 -0.99464 -0.56304
H -2.73910 0.26744 0.28273
H -1.22383 -0.99832 -1.28455
C 1.02870 1.41508 1.42772
H 2.61256 -1.28654 0.24946
C 0.49439 -1.10680 -0.13768
H 2.13525 -1.65901 -1.41217
H 0.81261 -3.05360 0.77618
O -0.86158 -0.01015 1.91399
H 0.04810 -0.80707 1.14853
H 0.60186 2.35269 1.79826
H 2.16802 0.01388 -0.90373
H 1.71796 1.63717 0.61874
H -2.48944 2.00815 0.13898
C 0.08064 -2.54894 0.14675
C -0.12909 0.57041 0.97911
H -2.71270 1.03541 -1.32602
C -0.76816 0.82122 -0.42834
H 0.00971 -3.09281 -0.79991
N -0.40583 -0.43740 -1.08247
C -2.27654 1.04379 -0.32484
H 1.53576 0.93713 2.26482
H -0.41828 2.80600 -0.86219
*
```

***

Stability, highest: (c)

***

(a)
This record from OMol25 describes a 2-piece molecular cluster, C2H5IO2 overall. The level of theory is ωB97M-V/def2-TZVPD.

Values from the calculation:
- frontier orbital gap (eV) = 8.937
- E_HOMO (eV) = -8.903
- LUMO (hartree) = 0.0012

Geometry as ORCA input:
```
! wB97M-V def2-TZVPD RIJCOSX def2/J DEFGRID3
* xyz 0 1
I 2.78041 0.35356 -0.23820
H -0.39139 0.18596 1.56602
C -1.26379 -0.56401 -0.31541
H -1.25530 -0.32591 -1.33204
O 1.83409 -0.87827 0.72097
H -0.67138 -1.43137 -0.15149
H 1.57195 1.10345 -0.93341
O 0.05574 1.54723 0.17039
C -0.47541 0.50070 0.44720
H -2.18492 -0.49135 0.06599
*
```

***

(b)
This record from OMol25 describes a 2-piece molecular cluster, C2H5IO2 overall. The level of theory is ωB97M-V/def2-TZVPD.

Values from the calculation:
- frontier orbital gap (alpha / beta) (eV) = 7.517 / 7.517
- E_HOMO (alpha / beta) (eV) = -8.232 / -8.232
- LUMO (alpha / beta) (hartree) = -0.0263 / -0.0263

Geometry as ORCA input:
```
! wB97M-V def2-TZVPD RIJCOSX def2/J DEFGRID3
* xyz 0 1
H 0.00248 0.35351 -2.32962
H -0.23838 -0.47232 1.74587
H -1.79607 0.14023 0.81151
O -0.50178 0.09560 -1.57257
H 2.09258 -0.08596 0.07757
C 0.08692 -0.01794 -0.40730
H -1.03631 -1.58783 0.48813
C -0.77313 -0.45362 0.71685
I 0.82119 2.45137 0.96137
O 1.34250 -0.42304 -0.49180
*
```

***

Stability, highest: (b)

***

(a)
This record from OMol25 describes one molecule with the formula C15H15NO3S. The level of theory is ωB97M-V/def2-TZVPD.

Values from the calculation:
- frontier orbital gap (eV) = 8.218
- E_HOMO (eV) = -8.126
- LUMO (hartree) = 0.0034
- structure (SMILES) = COC(=O)c1c(NC(=O)c2ccc(C)cc2)csc1C

Geometry as ORCA input:
```
! wB97M-V def2-TZVPD RIJCOSX def2/J DEFGRID3
* xyz 0 1
H 1.01521 -2.40371 0.63400
C 0.72509 1.43952 0.91770
C 0.63342 -2.48598 -2.19189
C -0.77249 4.63382 2.29361
C 2.40641 -3.77996 -1.83596
C -1.74828 -0.45900 0.01521
H 0.23662 5.43996 2.52265
N 0.76649 -1.48890 0.74589
H 2.98118 -3.98813 -1.03186
C 0.91460 -0.73511 1.76650
H -0.92430 5.05522 1.43586
H 2.06482 -4.47911 -2.41120
O 1.87834 -1.20656 2.49184
O 0.75405 -2.67835 -3.32663
C -0.40409 -1.54721 -1.65624
C 0.16211 1.14816 3.01698
H 0.21834 3.60377 -0.00022
H -2.48044 -0.47061 -4.05132
C -1.87340 -1.35721 -3.73183
H -2.65068 -2.25691 -3.70262
H -0.98897 -1.71955 -4.20875
S -2.59162 -0.25994 -1.16007
H -0.77295 2.83304 4.14040
H -0.10950 0.33541 3.90482
C -0.40162 2.38769 3.23875
C -0.47284 -1.17526 -0.35753
O 1.63592 -2.98408 -1.33119
C -1.53902 -1.14255 -2.34054
C 0.49406 0.51154 1.91129
C -0.27277 3.47312 2.11475
H -1.31816 5.08694 2.85946
H 0.97282 1.01487 -0.13448
C 0.24377 2.73542 0.96385
H -1.90243 0.01469 1.01527
H 3.12028 -3.09502 -2.51647
*
```

***

(b)
This record from OMol25 describes one molecule with the formula C15H15NO3S. The level of theory is ωB97M-V/def2-TZVPD.

Values from the calculation:
- frontier orbital gap (eV) = 8.807
- E_HOMO (eV) = -8.244
- LUMO (hartree) = 0.0207
- structure (SMILES) = C[C@@H](NC(=O)Cc1cccs1)c1ccc2c(c1)OCO2

Geometry as ORCA input:
```
! wB97M-V def2-TZVPD RIJCOSX def2/J DEFGRID3
* xyz 0 1
N -0.72799 -0.03410 1.03540
O 2.98407 3.58605 -2.44510
C -0.96888 -1.36161 0.97150
C 0.24078 1.36259 2.80236
C 0.51114 0.51591 1.55687
O 0.88088 4.22411 -1.75193
H -1.39687 0.61857 0.65992
C 3.17482 1.63393 -0.92903
C -2.15721 -5.08631 -1.60160
H 1.59095 4.48532 -3.66895
C 0.59396 2.42709 -0.07904
H -0.23825 0.75527 3.56619
H 4.15587 1.33377 -1.25562
C 1.27354 3.11368 -1.05224
H -2.57357 -0.98296 -0.42862
H -2.76249 -4.28560 1.56168
S -2.01611 -3.38929 -1.84239
C 1.22292 1.31126 0.48580
H -2.56398 -6.39895 0.04736
H -0.38585 2.75152 0.23103
H -3.07995 -1.59726 1.16101
C -2.55011 -4.24743 0.50855
H -2.01997 -5.74668 -2.43456
O -0.19846 -2.19851 1.38150
C 2.48482 0.93220 0.05738
H -0.40559 2.20453 2.56686
H 2.32460 5.53820 -2.41229
C 2.54691 2.72657 -1.47292
C -2.33868 -1.69664 0.36267
H 1.17840 1.74597 3.19497
C 1.94710 4.52552 -2.62697
H 2.94985 0.06434 0.49844
C -2.43876 -5.39320 -0.31204
H 1.11843 -0.35165 1.83355
C -2.35635 -3.08623 -0.16976
*
```

***

Stability, highest: (b)